A molecular structure, C42H42N6O24S3 at a distorted geometry. Source: OMol25; level of theory: wB97M-V/def2-TZVPD.

```
117
Properties=species:S:1:pos:R:3:forces:R:3:mulliken_charge:R:1
C -3.831 0.582 1.406 0.05 -0.27 1.20 -0.02
C -5.140 1.237 0.898 1.13 -0.76 0.31 -0.65
O -4.743 1.956 -0.260 0.04 0.17 -0.35 -0.38
S -3.677 1.052 -1.036 -0.65 0.41 0.25 1.13
O -2.853 1.917 -1.780 0.56 0.34 -0.14 -0.47
O -4.334 -0.021 -1.685 -0.20 -0.44 0.05 -0.65
O -2.950 0.542 0.281 0.19 -0.36 -0.39 -0.07
H -4.071 -0.395 1.841 0.17 -0.29 -0.77 0.20
H -3.251 1.025 2.219 -0.32 0.81 -0.31 0.24
H -5.555 1.918 1.628 -0.37 -0.01 -0.12 0.35
H -5.750 0.386 0.595 -0.66 0.44 0.14 0.32
C 4.580 4.749 -1.131 -0.07 0.74 -0.03 -0.35
C 5.376 3.787 -0.285 -0.39 0.08 0.24 -0.08
O 6.643 4.445 -0.172 0.25 -0.17 0.20 -0.34
S 6.927 5.390 -1.421 -0.49 0.41 -0.07 1.09
O 7.944 4.871 -2.241 0.48 -0.47 -0.40 -0.52
O 7.014 6.725 -0.955 -0.12 0.16 0.20 -0.54
O 5.520 5.141 -2.143 0.23 -0.17 -0.20 -0.32
H 4.359 5.666 -0.575 -0.22 -0.24 0.23 0.35
H 3.668 4.383 -1.591 0.16 -0.25 -0.16 0.27
H 5.514 2.805 -0.735 -0.06 0.01 -0.07 0.30
H 4.939 3.708 0.708 0.18 -0.14 0.07 0.16
C 1.468 2.762 6.229 0.99 0.54 0.09 -0.47
C 2.514 1.874 5.563 -0.11 0.40 -0.81 -0.11
O 2.264 2.138 4.148 0.19 -0.09 -0.11 -0.30
S 0.756 2.506 3.856 -0.65 -0.36 0.65 0.93
O 0.041 1.377 3.375 0.00 -0.23 0.00 -0.25
O 0.688 3.718 3.135 0.25 0.42 -0.12 -0.64
O 0.323 2.729 5.390 -0.08 -0.34 -0.26 -0.33
H 1.874 3.779 6.214 -0.16 0.01 0.14 0.32
H 1.248 2.498 7.258 -0.41 -0.22 -0.13 0.38
H 2.454 0.799 5.716 -0.15 0.03 0.24 0.08
H 3.517 2.262 5.713 0.06 -0.26 0.31 0.33
C -2.828 -0.120 -5.476 0.39 -0.48 -0.09 -0.44
C -1.777 -0.920 -5.914 0.55 0.39 0.37 -0.38
C -1.338 -0.860 -7.222 0.54 0.55 -0.10 -0.44
C -1.917 0.068 -8.066 -0.21 -0.39 0.02 0.07
C -2.963 0.869 -7.665 -0.54 0.01 -0.14 -0.38
C -3.424 0.755 -6.367 -0.21 0.26 0.51 -0.38
N -1.386 0.212 -9.424 0.29 -0.04 -0.12 1.01
O -1.868 1.080 -10.118 -0.11 0.12 -0.22 -0.61
O -0.477 -0.521 -9.768 -0.19 0.04 0.07 -0.61
H -3.120 -0.219 -4.439 -0.16 0.31 -0.01 0.46
H -1.148 -1.404 -5.176 -0.38 -0.52 -0.07 0.35
H -0.452 -1.368 -7.573 -0.11 -0.24 0.10 0.45
H -3.475 1.516 -8.361 0.28 0.14 -0.05 0.47
H -4.208 1.413 -6.009 -0.12 -0.10 -0.15 0.42
C -1.151 -3.014 2.151 0.14 1.02 0.22 -0.36
C -1.213 -1.680 2.559 -0.24 -0.01 -0.17 0.40
C -1.873 -1.326 3.715 0.07 0.74 0.02 -0.81
C -2.363 -2.296 4.566 -0.28 -0.31 -0.64 -0.22
C -2.394 -3.612 4.151 0.39 -0.34 -0.36 -0.45
C -1.818 -3.945 2.923 0.29 -0.68 0.52 -0.30
N -2.914 -1.914 5.856 0.32 0.97 0.07 1.11
O -3.662 -2.676 6.405 -0.51 -0.68 0.39 -0.64
O -2.577 -0.827 6.308 -0.01 -0.21 -0.17 -0.63
H -0.568 -3.202 1.262 -0.26 -0.54 -0.05 0.32
H -0.788 -0.860 1.990 0.09 -0.26 -0.22 0.38
H -2.014 -0.268 3.896 0.24 -0.10 0.52 0.40
H -2.776 -4.434 4.740 -0.20 0.30 0.30 0.50
H -1.816 -5.005 2.695 0.08 0.09 -0.36 0.35
C 1.802 1.829 0.535 0.10 0.32 -0.97 -1.18
C 2.069 0.492 0.780 0.60 -0.35 0.43 -0.48
C 1.443 -0.490 0.055 -1.26 -0.81 -0.38 -0.42
C 0.414 -0.141 -0.820 0.67 0.46 0.53 -0.35
C 0.119 1.177 -1.049 -0.03 0.30 -1.40 0.33
C 0.898 2.153 -0.468 0.08 0.34 0.77 -1.02
N -0.428 -1.175 -1.416 -0.25 0.25 1.07 0.88
O -0.468 -2.220 -0.785 -0.03 -0.41 -0.67 -0.54
O -1.124 -0.895 -2.363 0.10 -0.20 -0.32 -0.51
H 2.340 2.665 0.964 0.11 -0.30 0.47 0.90
H 2.774 0.149 1.527 0.18 0.34 -0.01 0.58
H 1.615 -1.554 0.175 0.32 0.14 0.27 0.45
H -0.606 1.459 -1.799 -0.11 -0.10 0.12 0.77
H 0.788 3.191 -0.750 -0.29 -0.03 -0.01 0.57
C -3.122 6.860 -4.838 -0.16 0.12 -0.72 -0.21
C -2.993 5.937 -5.872 -0.03 -0.01 0.81 -0.69
C -2.159 4.848 -5.684 0.76 -0.12 -1.11 -0.29
C -1.340 4.811 -4.576 -0.74 0.14 0.19 0.14
C -1.450 5.748 -3.569 0.70 -0.39 0.54 -0.16
C -2.355 6.778 -3.681 -0.14 0.49 -0.59 -0.77
N -0.419 3.686 -4.411 -0.48 -0.85 0.33 1.03
O -0.076 3.398 -3.270 0.23 0.38 -0.46 -0.53
O -0.143 3.033 -5.397 0.19 0.25 0.15 -0.59
H -3.825 7.656 -5.059 0.17 0.23 0.55 0.35
H -3.540 6.126 -6.783 -0.08 -0.41 -0.07 0.40
H -2.006 4.090 -6.444 -0.18 0.05 0.01 0.53
H -0.786 5.610 -2.724 -0.14 0.29 0.11 0.38
H -2.383 7.593 -2.972 -0.12 -0.22 0.26 0.38
C 2.143 -1.619 3.989 -0.36 -1.03 -0.63 0.26
C 2.951 -2.576 3.375 -0.32 0.78 -0.23 -0.53
C 2.846 -3.908 3.725 0.89 -0.37 0.11 -0.59
C 1.994 -4.293 4.741 0.08 0.88 -0.03 -0.03
C 1.188 -3.358 5.373 -0.67 -0.49 -0.17 -0.59
C 1.215 -2.059 4.924 0.53 1.31 0.58 -0.09
N 2.008 -5.671 5.204 0.10 -0.60 -0.27 1.05
O 1.413 -5.919 6.233 0.00 -0.11 -0.01 -0.63
O 2.617 -6.490 4.530 -0.28 0.28 0.33 -0.60
H 2.106 -0.597 3.631 0.20 0.06 0.16 -0.09
H 3.626 -2.264 2.587 0.12 -0.19 0.05 0.47
H 3.527 -4.624 3.282 -0.26 -0.07 -0.02 0.56
H 0.467 -3.661 6.121 0.20 -0.06 0.11 0.49
H 0.626 -1.279 5.396 -0.39 -0.34 0.03 0.34
C -0.888 -7.173 0.434 0.24 -0.74 0.58 -0.37
C 0.179 -7.696 1.178 -0.41 0.56 -1.08 -0.61
C 1.407 -7.057 1.141 0.32 -1.05 0.66 -0.14
C 1.584 -5.945 0.345 -0.83 0.67 0.86 -0.40
C 0.490 -5.358 -0.271 0.32 -0.10 -1.27 0.04
C -0.736 -6.000 -0.288 -0.02 -0.08 0.32 -0.65
N 2.852 -5.203 0.369 0.08 -0.43 0.03 1.14
O 3.671 -5.516 1.214 -0.05 0.05 -0.28 -0.64
O 3.002 -4.328 -0.458 0.08 0.21 0.02 -0.63
H -1.796 -7.765 0.468 -0.20 0.38 -0.28 0.40
H 0.058 -8.650 1.667 0.06 0.11 0.32 0.44
H 2.177 -7.509 1.755 0.36 0.41 -0.27 0.35
H 0.610 -4.489 -0.904 0.15 0.15 0.28 0.65
H -1.536 -5.567 -0.872 -0.10 -0.05 0.10 0.44
```
Positions in Å, forces in eV/Å.

Output
Total energy: -134801.9500 eV
Highest occupied orbital energy: -9.8 eV
Largest force on an atom: 1.55 eV/A
Orbital gap: 9.0 eV

***

2 unconnected molecules or ions with the total composition C42H43Cl2N5O3 at a distorted geometry. Source: OMol25; level of theory: wB97M-V/def2-TZVPD.

```
95
Properties=species:S:1:pos:R:3:forces:R:3:mulliken_charge:R:1
N 4.107 -0.228 3.334 0.14 -2.40 -0.01 -0.39
C 4.019 -1.390 3.293 0.03 2.90 -0.28 0.08
C 3.980 -2.800 3.322 1.88 -0.74 0.45 0.76
C 5.148 -3.500 3.173 -1.27 1.11 -0.05 0.57
C 6.363 -2.867 2.809 2.46 1.21 -0.70 -0.28
N 7.387 -2.372 2.541 -2.10 -0.95 0.51 -0.46
C 5.243 -4.936 3.469 1.32 -1.41 -0.36 0.34
O 6.298 -5.542 3.304 -1.73 0.91 0.33 -0.56
C 4.009 -5.574 3.987 -1.05 0.28 0.21 0.23
Cl 4.131 -7.238 4.317 -0.04 0.09 0.03 -0.11
C 2.864 -4.861 4.208 0.88 -0.89 0.20 0.19
Cl 1.502 -5.560 4.951 -0.02 0.05 -0.18 -0.12
C 2.778 -3.412 3.916 -1.94 0.89 0.31 0.36
O 1.794 -2.721 4.177 1.72 -1.32 -0.43 -0.60
C 3.633 3.563 4.511 -0.20 0.34 -0.70 -0.79
O 3.213 4.040 3.212 0.15 -0.41 0.34 -0.50
C 2.548 3.171 2.404 -0.59 -0.51 -0.25 0.89
C 2.239 1.848 2.779 0.57 0.97 0.14 -0.50
C 1.579 1.010 1.903 -0.67 0.44 -0.77 -1.43
C 1.041 1.528 0.703 0.84 0.70 0.58 0.05
C 0.160 0.731 -0.106 -1.38 1.78 -0.74 -0.80
N -0.941 1.269 -0.768 0.49 -2.76 -0.60 1.75
C -1.587 2.543 -0.563 -0.65 0.62 -0.20 -0.45
C -1.894 3.337 -1.681 0.31 -0.02 -0.21 0.93
C -1.591 2.910 -3.114 0.18 -0.28 0.23 1.53
C -0.515 3.798 -3.731 0.10 0.15 0.06 -1.38
C -2.849 2.896 -3.978 -0.12 -0.05 0.11 -1.65
C -2.462 4.594 -1.478 -0.10 0.03 0.31 -0.35
C -2.756 5.047 -0.195 0.03 -0.05 -0.10 -1.52
C -2.526 4.226 0.905 0.03 -0.05 -0.41 -0.56
C -1.969 2.957 0.734 -0.10 -0.46 0.02 0.37
C -1.906 2.022 1.934 0.57 -0.04 -0.15 1.70
C -3.228 1.306 2.173 -0.26 0.02 -0.19 -1.70
C -1.477 2.754 3.198 0.10 0.06 0.14 -1.91
N -1.500 0.350 -1.597 -0.28 1.10 1.33 -1.55
N -0.809 -0.786 -1.378 0.53 0.72 0.27 2.36
C -1.143 -1.989 -2.109 -0.19 0.09 -0.13 -1.96
C -0.742 -2.135 -3.448 0.37 0.18 0.09 0.62
C 0.083 -1.050 -4.128 -0.34 0.20 0.06 1.92
C -0.209 -0.910 -5.623 -0.15 0.03 0.03 -1.85
C 1.575 -1.278 -3.915 0.20 -0.12 0.20 -1.35
C -1.063 -3.315 -4.111 -0.08 -0.21 0.02 -0.37
C -1.789 -4.315 -3.465 -0.04 -0.01 -0.03 -1.51
C -2.218 -4.139 -2.155 0.07 -0.13 -0.17 -0.23
C -1.899 -2.974 -1.463 -0.12 0.24 0.38 0.98
C -2.404 -2.771 -0.040 0.18 0.21 -0.14 1.67
C -1.810 -3.800 0.911 0.20 -0.17 0.06 -1.45
C -3.931 -2.787 0.023 -0.03 0.08 -0.16 -1.59
C 0.230 -0.615 -0.440 0.37 -2.06 -0.44 1.74
C 1.090 -1.605 -0.016 -0.67 0.28 -0.44 -2.42
C 1.368 2.863 0.321 -0.34 -1.00 0.09 -0.12
C 2.137 3.654 1.136 0.44 0.13 1.04 -0.94
H 4.246 4.378 4.889 -0.01 -0.16 0.15 0.27
H 2.765 3.406 5.162 0.10 0.00 -0.09 0.30
H 4.218 2.639 4.438 -0.06 0.20 -0.06 0.32
H 2.565 1.471 3.743 -0.12 0.11 -0.33 0.52
H 1.430 -0.036 2.164 -0.21 0.31 0.06 0.69
H -1.224 1.881 -3.065 0.01 0.32 -0.22 -0.76
H 0.386 3.812 -3.106 -0.09 0.03 -0.14 0.30
H -0.240 3.434 -4.728 -0.05 0.10 0.13 0.41
H -0.882 4.829 -3.820 0.16 -0.16 -0.06 0.33
H -3.602 2.232 -3.542 0.05 0.10 -0.09 0.40
H -3.278 3.902 -4.062 0.02 -0.19 -0.07 0.30
H -2.608 2.531 -4.983 -0.06 0.10 0.11 0.44
H -2.676 5.222 -2.345 0.05 -0.17 0.31 0.36
H -3.191 6.033 -0.052 0.07 -0.15 -0.04 0.37
H -2.806 4.572 1.903 0.11 -0.17 -0.37 0.28
H -1.150 1.265 1.719 -0.17 0.06 0.15 -0.26
H -3.529 0.718 1.298 0.00 0.07 0.14 0.36
H -3.132 0.634 3.035 -0.07 0.09 -0.15 0.41
H -4.015 2.042 2.384 0.05 -0.20 -0.01 0.37
H -0.587 3.367 3.019 -0.09 -0.08 0.07 0.37
H -2.290 3.400 3.552 0.21 -0.08 0.10 0.45
H -1.245 2.027 3.986 -0.07 0.17 -0.09 0.39
H -0.206 -0.112 -3.634 0.18 -0.10 -0.23 -0.73
H -1.284 -0.804 -5.808 0.15 -0.04 -0.04 0.41
H 0.296 -0.018 -6.016 -0.07 -0.22 0.05 0.42
H 0.160 -1.783 -6.178 -0.08 0.23 0.04 0.40
H 1.818 -1.323 -2.850 0.04 0.02 -0.07 0.32
H 1.880 -2.228 -4.373 -0.03 0.16 0.05 0.32
H 2.154 -0.469 -4.376 -0.06 -0.12 0.07 0.35
H -0.738 -3.468 -5.145 -0.16 0.10 0.41 0.22
H -2.035 -5.235 -3.998 0.06 0.23 0.13 0.35
H -2.812 -4.913 -1.658 0.24 0.28 -0.22 0.38
H -2.060 -1.782 0.273 -0.08 -0.08 0.11 -0.55
H -0.717 -3.725 0.916 -0.18 -0.03 0.05 0.29
H -2.178 -3.633 1.930 0.08 -0.07 -0.15 0.44
H -2.089 -4.814 0.596 0.02 0.09 0.14 0.29
H -4.347 -2.010 -0.628 -0.02 -0.14 0.10 0.38
H -4.316 -3.760 -0.306 -0.04 0.16 0.10 0.34
H -4.268 -2.603 1.050 0.02 -0.06 -0.17 0.42
H 1.031 -2.582 -0.480 0.17 0.04 0.15 0.45
H 1.818 -1.362 0.734 0.23 -0.19 -0.06 0.36
H 1.014 3.248 -0.638 0.11 -0.11 0.29 0.45
H 2.426 4.665 0.853 -0.10 -0.20 0.04 0.44
```
Positions in Å, forces in eV/Å.

Output
Total energy: -82885.4967 eV
Highest occupied orbital energy: -6.0 eV
Largest force on an atom: 2.91 eV/A
Orbital gap: 2.6 eV
Energy relative to the best compared isomer or geometry (same formula, charge and spin): 3.3 kcal/mol

***

Question: Among the records above, which one has the lowest orbital gap?
Answer: C42H43Cl2N5O3

***

Question: What is the total energy in the first record?
Answer: -134801.9500 eV

***

Question: Which of these has the highest largest force on an atom?
Answer: C42H43Cl2N5O3